Density functional theory data (the ωB97M-V functional and the def2-TZVPD basis) for a cluster of 8 separate species, C55H128F18N2O2P6 in total in a non-equilibrium geometry.

Structure (XYZ):
```
211
Properties=species:S:1:pos:R:3:forces:R:3:lowdin_charge:R:1
C -4.067 -2.238 9.265 -0.458 -0.104 0.453 -0.11
C -4.461 -2.891 7.955 -0.646 -0.113 -0.697 -0.28
C -3.286 -2.989 6.958 -1.231 0.304 0.049 -0.22
C -3.508 -3.916 5.741 0.748 -0.357 0.894 -0.26
P -4.382 -3.237 4.327 -1.482 -0.955 0.324 1.01
C -4.743 -4.575 3.180 1.167 -0.216 0.128 -0.28
C -5.452 -5.792 3.787 -0.503 0.059 -0.640 -0.23
C -5.879 -6.725 2.653 -0.128 -0.960 -0.235 -0.26
C -4.747 -7.328 1.823 0.026 0.312 0.545 -0.10
C -3.435 -1.978 3.525 -0.247 0.840 -0.162 -0.27
C -1.935 -2.207 3.450 1.402 0.475 0.323 -0.23
C -1.255 -1.051 2.713 -1.744 0.596 -1.438 -0.25
C -1.203 0.278 3.432 1.352 0.621 0.792 -0.11
C -6.025 -2.642 4.899 0.998 0.347 0.199 -0.27
C -7.000 -2.226 3.812 -0.549 -0.183 -0.397 -0.24
C -8.404 -1.791 4.321 1.205 0.301 -0.060 -0.24
C -8.360 -0.624 5.320 -0.523 -0.934 -0.213 -0.10
H -3.213 -2.737 9.725 0.084 0.089 -0.057 0.08
H -4.894 -2.318 9.973 0.030 -0.077 0.021 0.08
H -3.876 -1.167 9.191 0.251 -0.056 -0.268 0.08
H -5.329 -2.373 7.530 0.279 0.342 -0.062 0.08
H -4.908 -3.879 8.112 0.489 -0.210 0.287 0.11
H -2.471 -3.330 7.595 0.474 0.014 -0.565 0.11
H -3.108 -1.988 6.555 0.511 0.104 0.361 0.11
H -3.963 -4.854 6.068 -0.349 0.094 -0.146 0.10
H -2.523 -4.235 5.385 -0.037 0.110 -0.290 0.10
H -3.769 -4.927 2.815 -0.070 0.121 0.122 0.09
H -5.157 -4.136 2.267 -0.484 -0.119 0.208 0.09
H -6.348 -5.550 4.363 0.051 0.262 0.061 0.11
H -4.762 -6.304 4.460 0.008 -0.080 -0.006 0.11
H -6.591 -6.243 1.978 0.034 0.255 0.157 0.11
H -6.400 -7.608 3.036 -0.216 0.336 0.430 0.11
H -5.176 -8.100 1.188 0.182 0.171 -0.342 0.08
H -4.051 -7.836 2.496 0.162 0.074 -0.097 0.08
H -4.223 -6.557 1.258 0.072 -0.288 -0.250 0.06
H -3.656 -1.014 3.995 0.081 -0.084 0.304 0.10
H -3.916 -1.876 2.544 0.395 -0.184 -0.172 0.09
H -1.657 -3.154 2.986 -0.281 0.037 -0.067 0.11
H -1.446 -2.169 4.432 -0.531 -0.435 0.316 0.11
H -1.896 -0.846 1.844 0.283 -0.310 -0.254 0.10
H -0.284 -1.269 2.274 0.031 -0.345 0.234 0.08
H -2.056 0.625 4.015 -0.256 -0.488 -0.116 0.06
H -0.969 1.088 2.739 -0.084 -0.150 -0.151 0.05
H -0.351 0.291 4.126 -0.147 -0.021 0.201 0.07
H -5.808 -1.789 5.548 -0.054 -0.048 0.047 0.08
H -6.369 -3.447 5.553 -0.288 0.000 -0.093 0.10
H -7.161 -3.034 3.093 0.091 -0.155 0.119 0.11
H -6.558 -1.427 3.210 -0.011 0.172 0.138 0.11
H -8.884 -2.634 4.817 -0.085 -0.129 -0.196 0.11
H -8.949 -1.525 3.416 -0.352 -0.044 0.163 0.11
H -9.357 -0.559 5.757 0.054 0.356 0.075 0.08
H -8.100 0.326 4.861 0.184 0.021 0.088 0.08
H -7.685 -0.908 6.129 0.073 0.422 0.085 0.06
C 10.766 3.735 -2.661 0.184 0.138 0.404 -0.10
C 9.719 3.278 -3.665 0.070 -0.490 0.292 -0.25
C 8.909 2.086 -3.135 -0.864 0.112 0.105 -0.23
C 7.682 2.526 -2.286 0.253 -0.090 0.070 -0.26
P 6.473 1.209 -2.000 0.020 0.218 1.074 1.01
C 5.670 0.645 -3.507 -0.174 0.373 -0.373 -0.25
C 4.490 -0.305 -3.321 0.511 -2.225 1.289 -0.23
C 4.381 -1.386 -4.388 -0.739 1.305 -2.403 -0.27
C 3.338 -2.438 -4.147 -0.047 -0.694 0.589 -0.11
C 7.282 -0.217 -1.200 -0.752 0.877 -0.573 -0.24
C 7.816 0.162 0.197 -0.439 -0.615 -0.207 -0.24
C 8.795 -0.839 0.778 1.141 -0.487 0.282 -0.26
C 8.274 -2.274 0.950 -0.239 0.727 -1.121 -0.09
C 5.246 1.826 -0.819 -0.138 0.618 0.071 -0.26
C 4.448 3.017 -1.321 -1.187 1.041 -1.157 -0.26
C 3.946 4.030 -0.264 0.467 -1.453 0.501 -0.22
C 3.297 3.308 0.929 -1.014 -0.139 -0.604 -0.10
H 10.414 3.690 -1.626 -0.194 0.034 -0.054 0.07
H 11.078 4.766 -2.826 0.083 -0.060 -0.131 0.08
H 11.651 3.097 -2.692 0.008 0.032 -0.095 0.08
H 10.225 2.946 -4.571 -0.082 0.248 -0.139 0.11
H 9.043 4.098 -3.907 -0.010 -0.044 -0.185 0.11
H 9.530 1.439 -2.512 0.121 0.028 -0.019 0.11
H 8.545 1.453 -3.948 0.094 0.116 -0.185 0.10
H 7.135 3.386 -2.678 0.121 -0.080 -0.387 0.09
H 8.010 2.859 -1.298 -0.015 -0.075 0.079 0.09
H 6.486 0.174 -4.064 -0.150 -0.139 -0.133 0.10
H 5.334 1.496 -4.105 0.274 0.186 0.083 0.11
H 3.526 0.143 -3.086 0.066 0.477 -0.443 0.10
H 4.631 -0.964 -2.446 0.255 0.530 0.384 0.10
H 5.313 -1.866 -4.701 0.295 0.075 0.804 0.12
H 4.107 -0.907 -5.346 -0.020 0.232 0.133 0.11
H 3.245 -3.049 -5.045 0.042 -0.210 0.155 0.09
H 2.333 -2.100 -3.886 0.137 0.489 -0.083 0.06
H 3.637 -3.047 -3.295 -0.041 -0.307 -0.263 0.06
H 8.069 -0.519 -1.894 0.052 -0.286 0.132 0.11
H 6.426 -0.897 -1.264 0.518 -0.604 0.510 0.07
H 7.007 0.215 0.930 -0.253 0.374 -0.310 0.11
H 8.277 1.141 0.071 0.165 0.040 0.489 0.10
H 9.170 -0.478 1.740 -0.180 0.207 -0.010 0.11
H 9.688 -0.887 0.146 -0.019 0.032 -0.040 0.11
H 8.146 -2.648 -0.071 -0.240 -0.367 0.151 0.08
H 7.295 -2.275 1.430 0.111 -0.152 0.189 0.05
H 8.983 -2.935 1.438 -0.016 0.128 0.236 0.08
H 5.716 2.202 0.094 0.515 -0.558 -0.044 0.10
H 4.572 1.009 -0.555 0.132 -0.111 0.053 0.07
H 3.541 2.717 -1.854 -0.016 -0.618 0.161 0.09
H 4.930 3.598 -2.117 0.520 -0.086 0.255 0.10
H 3.194 4.623 -0.781 0.157 0.425 0.221 0.10
H 4.777 4.624 0.119 -0.086 0.339 -0.249 0.11
H 3.945 2.623 1.474 0.306 0.391 0.149 0.06
H 2.485 2.665 0.571 0.027 0.052 -0.137 0.05
H 2.803 4.020 1.590 0.364 -0.010 0.279 0.08
C 1.426 3.430 -4.398 0.650 0.681 0.101 -0.10
C 1.021 4.909 -4.598 -0.374 -0.920 0.514 -0.22
C -0.386 5.233 -4.029 0.489 0.367 -0.345 -0.23
C -0.479 4.869 -2.559 0.042 -0.630 0.427 -0.28
P -2.159 4.936 -1.906 0.756 0.102 0.488 1.01
C -2.055 4.466 -0.138 -0.103 1.105 -1.015 -0.24
C -3.303 3.870 0.506 0.353 -0.123 0.856 -0.23
C -2.897 3.210 1.839 0.446 -0.490 -1.335 -0.26
C -4.044 2.508 2.511 -0.472 0.306 0.855 -0.10
C -2.786 6.622 -2.083 0.553 -0.088 0.115 -0.25
C -2.066 7.750 -1.313 0.287 0.417 0.448 -0.25
C -3.051 8.746 -0.677 -0.158 -0.274 0.067 -0.27
C -2.445 10.140 -0.599 0.349 -0.593 -0.508 -0.10
C -3.212 3.727 -2.747 1.220 0.441 -0.114 -0.24
C -2.536 2.353 -2.702 -0.531 -1.533 0.880 -0.24
C -3.503 1.128 -2.770 0.731 0.343 -0.432 -0.23
C -4.211 0.816 -1.465 -0.679 0.592 0.004 -0.09
H 1.447 3.085 -3.367 -0.417 0.060 0.168 0.04
H 2.487 3.400 -4.664 -0.140 -0.431 -0.469 0.07
H 0.831 2.747 -5.000 0.109 -0.078 -0.059 0.08
H 1.102 5.085 -5.669 -0.281 0.379 0.005 0.11
H 1.790 5.509 -4.108 -0.183 0.274 0.039 0.11
H -1.170 4.756 -4.622 0.112 -0.261 -0.003 0.11
H -0.607 6.303 -4.082 0.227 0.052 -0.321 0.10
H 0.222 5.475 -1.976 -0.316 0.226 0.134 0.12
H -0.167 3.843 -2.333 -0.039 -0.052 -0.281 0.06
H -1.858 5.452 0.300 0.156 -0.171 0.331 0.09
H -1.122 3.905 -0.064 -0.229 -0.403 0.250 0.10
H -3.805 3.106 -0.084 0.159 0.055 -0.209 0.07
H -4.030 4.660 0.715 -0.043 0.049 -0.168 0.12
H -2.356 3.923 2.463 -0.318 0.046 0.257 0.12
H -2.150 2.452 1.571 0.031 0.050 0.000 0.09
H -4.656 1.868 1.873 0.342 -0.008 -0.337 0.08
H -4.739 3.241 2.930 0.034 -0.110 0.182 0.08
H -3.651 1.885 3.316 -0.250 0.082 0.102 0.05
H -3.841 6.554 -1.814 -0.104 0.295 -0.310 0.10
H -2.604 6.898 -3.122 -0.830 -0.379 -0.248 0.10
H -1.427 8.319 -1.994 -0.114 -0.186 -0.264 0.11
H -1.357 7.426 -0.544 -0.182 -0.317 0.037 0.10
H -3.330 8.352 0.304 -0.185 0.149 0.000 0.11
H -3.953 8.780 -1.295 -0.063 0.015 0.104 0.11
H -3.085 10.895 -0.153 -0.016 -0.073 0.118 0.08
H -2.239 10.408 -1.638 0.052 0.414 0.124 0.08
H -1.482 10.079 -0.089 -0.071 0.283 0.162 0.08
H -3.288 4.036 -3.790 -0.713 0.181 0.106 0.10
H -4.112 3.840 -2.141 -0.436 -0.469 -0.576 0.10
H -1.992 2.215 -1.762 0.149 0.143 -0.021 0.08
H -1.814 2.155 -3.493 0.105 0.785 -0.141 0.11
H -2.887 0.283 -3.087 0.101 -0.113 0.272 0.08
H -4.143 1.276 -3.644 -0.518 0.012 0.324 0.12
H -3.535 0.695 -0.616 0.266 -0.189 -0.219 0.07
H -4.863 -0.055 -1.511 0.178 -0.097 -0.120 0.07
H -4.862 1.658 -1.201 -0.110 -0.037 -0.022 0.07
C -0.259 -1.897 -5.370 0.161 1.435 0.631 -0.03
C -1.525 -2.120 -4.531 0.812 -1.307 -1.567 -0.29
C -2.165 -3.450 -4.948 -1.389 0.072 1.105 -0.20
O -1.454 -4.534 -4.417 0.358 0.394 -0.236 -0.15
C -2.284 -5.548 -3.920 -0.766 -1.493 0.761 -0.10
N -1.136 -2.156 -3.100 -1.600 -0.156 1.520 0.23
H -0.507 -2.940 -2.857 0.438 0.233 -0.198 0.13
H -0.859 -1.259 -2.703 1.048 0.101 -0.484 0.10
H -1.925 -2.306 -2.432 -0.160 -0.499 -0.825 0.11
H -0.488 -1.615 -6.396 -0.201 -0.326 -0.039 0.09
H 0.463 -2.709 -5.345 -0.314 -0.314 0.049 0.09
H 0.254 -1.022 -4.950 0.152 -0.037 -0.095 0.07
H -2.289 -1.373 -4.727 0.222 0.407 0.335 0.14
H -2.342 -3.514 -6.025 0.636 0.110 -0.192 0.14
H -3.191 -3.441 -4.554 0.051 -0.147 0.275 0.12
H -3.070 -5.869 -4.611 0.148 0.276 -0.289 0.10
H -2.772 -5.334 -2.963 0.053 0.673 -0.195 0.07
H -1.718 -6.449 -3.679 0.498 0.253 -0.379 0.10
C 4.635 -3.482 1.744 -1.028 -1.019 0.421 0.03
C 4.110 -2.228 1.151 1.912 -0.450 -0.435 -0.41
O 4.769 -1.508 0.462 -0.738 0.456 0.084 0.14
N 2.708 -1.821 1.474 1.354 0.016 -0.522 0.10
H 2.444 -1.327 0.612 -0.564 0.137 -0.008 0.11
H 2.127 -2.669 1.528 -0.331 0.151 0.082 0.16
C 2.731 -0.890 2.669 -1.316 -0.858 -0.774 0.06
H 3.874 -4.258 1.589 0.084 0.072 0.328 0.09
H 4.826 -3.380 2.815 -0.152 0.134 0.022 0.11
H 5.528 -3.883 1.277 0.099 0.576 -0.277 0.10
H 1.748 -0.424 2.633 0.148 0.290 0.324 0.07
H 3.518 -0.162 2.514 0.103 -0.058 0.162 0.10
H 2.812 -1.528 3.543 0.315 0.317 0.198 0.11
P -3.414 -3.275 -0.380 0.573 -1.451 0.873 0.20
F -2.380 -4.390 -0.926 -0.011 0.499 0.009 -0.14
F -3.000 -3.674 1.169 -0.179 0.528 -0.476 -0.18
F -2.211 -2.170 -0.339 -0.202 0.094 -0.310 -0.17
F -4.474 -2.167 0.105 0.044 0.149 0.613 -0.15
F -3.754 -2.850 -1.905 -0.057 -0.108 -0.350 -0.15
F -4.557 -4.416 -0.296 -0.114 0.527 -0.455 -0.14
P 1.967 -4.673 -1.096 -1.037 -0.824 -0.966 0.20
F 3.265 -5.092 -0.236 -0.239 -0.141 0.286 -0.15
F 2.630 -5.353 -2.400 0.013 0.849 0.288 -0.13
F 1.169 -6.039 -0.800 0.552 0.346 0.186 -0.13
F 0.709 -4.142 -2.001 -0.064 0.025 -0.072 -0.17
F 1.246 -4.032 0.231 0.295 0.254 0.629 -0.18
F 2.643 -3.204 -1.342 0.523 -0.227 0.073 -0.18
P 0.796 0.284 -0.923 0.659 -0.005 0.144 0.21
F 1.045 0.057 -2.517 -0.323 -0.333 0.299 -0.15
F 0.956 -1.287 -0.581 -0.919 -0.136 -0.490 -0.15
F 2.408 0.332 -0.720 0.437 0.705 0.341 -0.16
F 0.543 0.556 0.670 0.280 0.259 -0.372 -0.15
F 0.777 1.886 -1.204 -0.271 -0.131 0.250 -0.16
F -0.785 0.143 -1.142 -0.077 0.076 -0.187 -0.13
```
Forces are in eV/Å.

Calculated values
multiplicity = 1
molar mass = 1377.4 g mol⁻¹
Kohn-Sham gap = 9.50 eV
lowest unoccupied orbital energy = -3.24 eV
net charge = +2